Entry 1:
The following is a quantum chemistry calculation of 2 unconnected molecules or ions with the total composition C7H15NO2Si, from OMol25.

Output
- DFT total energy: -770.3511 hartree
- E_HOMO: -9.682 eV
- SMILES: C=CC[C@@]1([SiH](C)C)OC1=O.N
- ΔE to the lowest compared entry with this formula, charge and spin: 264.87 kJ/mol

The geometry in ORCA input format:
```
! RIJCOSX wB97M-V def2-TZVPD def2/J DEFGRID3
* xyz 0 1
Si 1.398 -0.886 0.678
O -0.562 -2.313 -0.846
O -1.343 -0.526 -2.182
N 0.418 1.990 -1.882
C -2.540 1.163 1.294
C -0.954 -1.133 -1.271
C -0.397 -1.157 0.105
C -2.576 -0.084 0.836
C 2.528 -1.108 -0.928
C -1.541 -1.162 1.172
C 1.439 0.944 1.269
H -0.520 2.074 -2.273
H -1.969 -2.244 1.377
H 1.417 1.441 0.235
H -1.121 -0.839 2.123
H -3.272 1.964 0.986
H 1.134 2.724 -2.114
H 0.483 1.233 1.732
H -3.163 -0.540 0.046
H 2.811 -0.092 -1.292
H -1.824 1.329 2.095
H 3.480 -1.647 -0.640
H 2.076 -1.732 -1.632
H 1.498 -1.982 1.708
H 0.767 1.318 -2.429
H 2.333 1.266 1.830
*
```

---

Entry 2:
The following is a quantum chemistry calculation of 2 unconnected molecules or ions with the total composition C7H15NO5, from OMol25.

Output
- DFT total energy: -706.2458 hartree
- E_HOMO (spin up / spin down): -8.639 / -8.605 eV
- ΔE to the lowest compared entry with this formula, charge and spin: 1147.83 kJ/mol

The geometry in ORCA input format:
```
! RIJCOSX wB97M-V def2-TZVPD def2/J DEFGRID3
* xyz 0 1
O 0.255 -0.878 -0.011
O 1.547 -5.052 -3.004
O 3.060 -3.538 -3.437
O 0.944 -3.022 -3.540
O 1.153 -0.707 -0.988
N 1.849 -3.871 -3.323
C -1.511 2.729 -1.646
C 0.252 0.281 0.850
C -1.280 1.476 -0.813
C 1.581 0.416 1.565
C -0.637 -1.361 2.531
C -0.902 -0.086 1.767
C -0.039 1.556 0.056
H -1.495 -1.590 3.173
H -2.434 2.629 -2.220
H -0.683 2.885 -2.343
H -1.107 0.749 2.446
H -1.799 -0.197 1.154
H 1.862 -0.525 2.041
H 1.506 1.183 2.345
H 0.252 -1.283 3.164
H -1.160 0.596 -1.460
H -2.155 1.288 -0.179
H -0.509 -2.194 1.831
H -1.601 3.616 -1.012
H 0.831 1.788 -0.570
H -0.138 2.390 0.767
H 2.356 0.723 0.855
*
```

---

Entry 3:
The following is a quantum chemistry calculation of 2 unconnected molecules or ions with the total composition C7H15NO6Si, from OMol25.

Output
- DFT total energy: -1071.2085 hartree
- E_HOMO: -10.222 eV
- SMILES: O=CC[SiH2]CON=O.CCOC(=O)OC
- ΔE to the lowest compared entry with this formula, charge and spin: 215.16 kJ/mol

The geometry in ORCA input format:
```
! RIJCOSX wB97M-V def2-TZVPD def2/J DEFGRID3
* xyz 0 1
Si -2.476 -3.815 -0.954
O 2.357 3.420 1.082
O 1.576 5.472 1.075
O 0.264 3.797 0.212
O -0.381 -1.943 -1.579
O -3.346 -6.151 0.808
O 0.789 -2.040 0.166
N 0.426 -1.283 -0.726
C 0.570 6.405 0.688
C -2.089 -5.793 1.097
C 2.516 1.790 -0.713
C 1.292 4.188 0.745
C 2.244 2.028 0.762
C -1.238 -5.081 -0.154
C -1.756 -2.001 -1.057
H -2.988 -4.277 -2.245
H -2.542 -1.378 -1.670
H 2.999 1.503 1.358
H 1.754 2.265 -1.338
H 1.266 1.636 1.062
H 3.479 2.223 -1.003
H -1.653 -5.931 2.175
H -0.416 6.106 1.059
H -1.807 -1.594 0.062
H -0.826 -5.886 -0.925
H -3.655 -3.707 -0.059
H -0.262 -4.554 0.285
H 0.558 6.507 -0.402
H 0.820 7.376 1.124
H 2.526 0.719 -0.937
*
```

---

Entry 4:
The following is a quantum chemistry calculation of C7H15NOSi in the gas phase, from OMol25.

Output
- DFT total energy: -695.0655 hartree
- E_HOMO: -8.130 eV
- ΔE to the lowest compared entry with this formula, charge and spin: 331.21 kJ/mol

The geometry in ORCA input format:
```
! RIJCOSX wB97M-V def2-TZVPD def2/J DEFGRID3
* xyz 0 1
Si -1.561 -1.635 -0.395
O 1.546 -0.543 0.302
N 1.616 -2.753 0.372
C 1.197 1.106 -1.557
C -1.493 0.145 0.217
C -2.851 0.587 0.734
C 1.845 1.827 0.625
C 0.914 0.770 -0.047
C -0.472 0.932 0.415
C 0.897 -1.685 0.198
H -3.440 -0.301 0.954
H -3.314 1.000 -0.108
H -2.924 -1.570 -0.674
H -0.510 1.957 0.853
H 2.276 1.363 -1.615
H -2.955 1.341 1.583
H 1.048 -3.630 0.208
H 0.598 1.965 -1.770
H 1.117 0.182 -2.177
H -0.827 -2.056 -1.650
H 2.696 -2.866 0.357
H -1.635 -2.520 0.779
H 2.920 1.447 0.617
H 1.504 2.192 1.613
H 1.806 2.746 0.165
*
```

---

Entry 5:
The following is a quantum chemistry calculation of a gas-phase ion, C7H15NPS (charge +1), from OMol25.

Output
- DFT total energy: -1069.5981 hartree
- E_HOMO (spin up / spin down): -11.179 / -12.911 eV
- ΔE to the lowest compared entry with this formula, charge and spin: 0.00 kJ/mol

The geometry in ORCA input format:
```
! RIJCOSX wB97M-V def2-TZVPD def2/J DEFGRID3
* xyz 1 3
S -0.523 -2.162 1.272
P -1.126 1.141 0.672
N -3.139 -0.584 1.547
C 2.404 0.058 -0.732
C -1.788 0.024 1.859
C 0.198 0.714 -1.685
C 1.504 1.190 -1.227
C -0.603 -0.123 -0.675
C 1.623 -0.863 0.349
C 0.257 -1.312 -0.012
H 2.696 -0.551 -1.606
H -3.943 -0.693 2.162
H -1.584 -0.351 -1.078
H 1.591 -0.244 1.182
H -0.467 1.532 -1.786
H 1.379 1.946 -0.324
H 1.960 1.875 -1.974
H 0.013 1.271 1.442
H 0.357 -2.147 -0.753
H 2.156 -1.754 0.436
H 0.392 0.155 -2.548
H -1.542 0.129 2.875
H 3.208 0.494 -0.300
H -2.970 -1.540 1.083
H -3.409 0.134 0.874
*
```

---

Entry 6:
The following is a quantum chemistry calculation of 2 unconnected molecules or ions with the total composition C7H15NSi, from OMol25.

Output
- DFT total energy: -619.7450 hartree
- E_HOMO (spin up / spin down): -6.523 / -8.178 eV
- ΔE to the lowest compared entry with this formula, charge and spin: 491.05 kJ/mol

The geometry in ORCA input format:
```
! RIJCOSX wB97M-V def2-TZVPD def2/J DEFGRID3
* xyz 0 1
Si -0.605 -0.226 -0.628
N 0.387 -1.670 3.089
C -1.806 -0.506 -2.049
C -0.381 1.426 0.428
C -2.943 0.098 -2.232
C 0.458 1.372 1.717
C -0.353 -2.282 2.270
C 1.207 -0.916 -1.118
C 2.203 0.042 -1.613
H 1.530 -1.486 -0.277
H -3.753 -0.428 -2.833
H 0.811 -1.670 -1.875
H 1.164 0.667 1.734
H 2.095 1.074 -1.100
H -0.947 -3.198 2.191
H 0.141 2.075 -0.204
H -1.396 1.928 0.706
H 3.198 -0.288 -1.308
H -3.221 1.080 -1.890
H 0.814 2.328 1.931
H -0.047 1.025 2.577
H 2.181 0.099 -2.708
H 0.516 -2.249 3.916
H -1.679 -1.487 -2.543
*
```

---

Entry 7:
The following is a quantum chemistry calculation of C7H15O4P in the gas phase, from OMol25.

Output
- DFT total energy: -917.9558 hartree
- E_HOMO: -9.169 eV
- SMILES: CO[C@H](C=O)[C@H](OC)P(C)(C)=O
- ΔE to the lowest compared entry with this formula, charge and spin: 29.01 kJ/mol

The geometry in ORCA input format:
```
! RIJCOSX wB97M-V def2-TZVPD def2/J DEFGRID3
* xyz 0 1
P -0.865 0.236 1.138
O -0.615 0.837 -3.280
O 0.822 1.405 -0.495
O -1.873 0.997 0.387
O -0.492 -1.945 -0.176
C 0.252 1.325 2.331
C -1.567 -1.000 2.185
C 0.231 -2.876 -1.015
C 0.235 -0.752 0.000
C -0.771 0.461 -2.153
C 1.368 2.485 -1.271
C 0.479 0.197 -1.220
H -2.449 -1.500 1.682
H -1.907 -0.422 3.033
H 0.828 0.438 2.601
H -0.357 1.697 3.111
H 0.558 2.834 -1.929
H 1.299 -0.893 0.461
H -1.672 0.194 -1.669
H 1.713 3.224 -0.480
H 1.267 -2.870 -0.637
H -0.991 -1.947 2.205
H 1.388 -0.192 -1.872
H -0.277 -3.843 -0.878
H 0.826 2.169 1.851
H 0.349 -2.393 -2.058
H 2.219 2.133 -1.854
*
```

---

Entry 8:
The following is a quantum chemistry calculation of C7H15P in the gas phase, from OMol25.

Output
- DFT total energy: -616.9881 hartree
- E_HOMO: -8.428 eV
- SMILES: C=C[C@@H](C)CP(C)C
- ΔE to the lowest compared entry with this formula, charge and spin: 52.21 kJ/mol

The geometry in ORCA input format:
```
! RIJCOSX wB97M-V def2-TZVPD def2/J DEFGRID3
* xyz 0 1
P 1.306 0.348 0.718
C 2.888 -0.617 0.607
C -2.388 -1.279 -0.052
C 1.510 1.160 -0.915
C -1.665 2.165 0.579
C -1.307 -0.258 0.496
C 0.007 -0.913 0.223
C -1.488 1.087 -0.113
H -1.501 -0.179 1.615
H 3.158 -1.063 1.593
H 0.088 -0.963 -0.896
H -3.327 -0.681 -0.139
H 3.482 0.179 0.159
H -0.093 -1.829 0.768
H -1.728 1.026 -1.193
H 1.280 0.424 -1.654
H 0.761 1.974 -1.011
H 2.406 1.763 -0.906
H 2.928 -1.525 -0.121
H -2.063 -1.749 -0.964
H -1.622 2.280 1.662
H -1.782 3.065 -0.106
H -2.645 -1.951 0.757
*
```